Version P
{"formula": "H36O18", "method": "ωB97M-V/def2-TZVPD", "species": ["O", "H", "H", "O", "H", "H", "O", "H", "H", "O", "H", "H", "O", "H", "H", "O", "H", "H", "O", "H", "H", "O", "H", "H", "O", "H", "H", "O", "H", "H", "O", "H", "H", "O", "H", "H", "O", "H", "H", "O", "H", "H", "O", "H", "H", "O", "H", "H", "O", "H", "H", "O", "H", "H"], "positions_angstrom": [[-2.7339, 3.3501, 0.3798], [-2.4754, 2.9152, 1.1924], [-2.5524, 4.2769, 0.5353], [-2.1911, 1.5262, -1.9573], [-1.2896, 1.2046, -1.9557], [-2.1927, 2.2392, -1.3187], [1.9985, 1.7626, -0.4404], [1.7730, 2.5890, -0.8677], [1.3658, 1.1332, -0.7864], [2.5111, -0.1653, 4.3130], [3.0170, 0.3599, 4.9331], [2.8543, 0.0809, 3.4540], [3.1186, -3.2482, 2.0591], [3.3947, -3.0852, 1.1572], [3.6469, -2.6469, 2.5841], [-0.1672, 0.7257, 3.0969], [-0.3747, -0.1723, 3.3554], [0.7142, 0.6714, 2.7275], [3.7445, 2.5186, -3.2244], [3.8755, 1.6136, -2.9415], [4.6266, 2.8442, -3.4034], [-0.7594, -1.6806, 4.0829], [-1.4188, -2.3629, 3.9566], [0.0578, -2.1594, 4.2214], [0.5222, -1.3305, -4.4980], [1.3711, -0.8908, -4.5458], [0.5185, -1.7525, -3.6389], [-2.9063, 2.1457, -4.6895], [-2.8306, 1.7297, -3.8308], [-2.0538, 2.5566, -4.8332], [-1.9687, -0.3841, -6.0116], [-2.3027, 0.5107, -6.0760], [-1.1495, -0.2999, -5.5237], [-1.4194, 3.1524, 3.3898], [-0.9486, 3.9420, 3.6564], [-0.7558, 2.4626, 3.3993], [-0.0877, -5.7794, 0.6557], [0.5027, -5.0340, 0.5459], [0.3952, -6.5231, 0.2950], [1.6258, -2.5312, 3.9055], [2.0110, -1.6707, 4.0710], [2.1682, -2.9077, 3.2124], [-0.0592, -0.3190, -0.5941], [0.2499, -0.8294, 0.1543], [-0.9741, -0.5793, -0.7006], [-4.4415, -0.0306, -1.8956], [-3.8718, 0.6809, -2.1878], [-5.1601, 0.4086, -1.4408], [-2.4747, -1.4284, -0.8967], [-2.6089, -2.2865, -1.2989], [-3.3027, -0.9677, -1.0322], [2.9377, 0.9862, 1.9924], [3.7681, 1.4312, 2.1612], [2.7022, 1.2473, 1.1021]], "orbital_gap_ev": 9.837, "multiplicity": 1}

=====

Version Q
{"formula": "H36O18", "method": "ωB97M-V/def2-TZVPD", "species": ["O", "H", "H", "O", "H", "H", "O", "H", "H", "O", "H", "H", "O", "H", "H", "O", "H", "H", "O", "H", "H", "O", "H", "H", "O", "H", "H", "O", "H", "H", "O", "H", "H", "O", "H", "H", "O", "H", "H", "O", "H", "H", "O", "H", "H", "O", "H", "H", "O", "H", "H", "O", "H", "H"], "positions_angstrom": [[2.9317, 2.8627, -0.6163], [2.9393, 2.4756, -1.4644], [3.6304, 2.3684, -0.0477], [-1.2666, 0.7697, -1.9323], [-2.1229, 1.0098, -1.5570], [-0.7090, 0.2598, -1.3081], [-0.3009, 1.0004, -5.5681], [-1.1156, 1.5572, -5.5319], [-0.8936, 0.2646, -5.7590], [0.4831, 1.0531, 2.6720], [0.2867, 0.3376, 2.0880], [0.5300, 1.9339, 2.3164], [0.4909, 2.8138, 0.5428], [-0.4732, 3.0412, 0.3765], [0.7634, 2.8581, -0.3773], [-1.0684, -2.2605, -2.4879], [-1.4036, -1.3378, -2.5469], [-0.4057, -2.2257, -1.7115], [-2.5264, 4.3917, 0.1672], [-3.2300, 3.8006, 0.4169], [-2.9387, 4.7215, -0.6215], [1.5311, 1.9870, -2.8586], [1.1541, 2.4286, -3.6154], [0.8502, 1.9991, -2.1432], [-3.3440, 0.3084, 0.6477], [-2.5938, 0.8622, 0.6977], [-3.4877, -0.5577, 0.3282], [0.3294, 0.0106, 5.1104], [0.1302, 0.9272, 5.4195], [-0.0341, 0.0085, 4.2386], [3.9653, 0.4205, 1.6271], [3.8321, -0.1801, 2.3632], [3.4618, 1.0687, 2.1672], [0.7349, -1.2651, -0.2887], [0.8350, -1.3853, 0.6957], [1.3380, -1.9566, -0.6875], [0.2602, -2.1960, 2.7810], [0.5654, -2.4263, 3.7103], [-0.0378, -3.0348, 2.3644], [2.9561, -3.6118, -0.0667], [3.3644, -2.9662, 0.4833], [3.4553, -4.1548, -0.6429], [-3.9335, -1.8763, 3.0790], [-4.3024, -1.2997, 2.3483], [-3.0532, -1.5063, 3.3273], [-0.2097, -3.7976, -0.6100], [-0.6908, -4.6112, -0.6653], [0.6810, -3.8947, -0.8918], [4.3684, -1.0739, -0.2170], [4.8760, -0.8678, -1.0514], [4.2630, -0.2558, 0.3005], [-4.9137, 0.8202, -1.7355], [-5.4102, 0.3228, -1.0808], [-4.5422, 0.0590, -2.1844]], "orbital_gap_ev": 10.169, "multiplicity": 1}

=====

Version R
{"formula": "H36O18", "method": "ωB97M-V/def2-TZVPD", "species": ["O", "H", "H", "O", "H", "H", "O", "H", "H", "O", "H", "H", "O", "H", "H", "O", "H", "H", "O", "H", "H", "O", "H", "H", "O", "H", "H", "O", "H", "H", "O", "H", "H", "O", "H", "H", "O", "H", "H", "O", "H", "H", "O", "H", "H", "O", "H", "H", "O", "H", "H", "O", "H", "H"], "positions_angstrom": [[0.8769, 0.6421, -3.0964], [1.5769, 1.1801, -3.3052], [1.1136, -0.3249, -2.8375], [2.9291, -0.2691, -5.3333], [3.7702, 0.2562, -5.3037], [2.4036, 0.3371, -5.9591], [3.4175, -2.8474, -2.7564], [2.8775, -3.2490, -3.4158], [2.9080, -1.9081, -2.7092], [2.4334, -0.7560, 0.5715], [2.8803, -0.8059, -0.4613], [2.4193, -1.5408, 1.1608], [3.5918, -2.9814, 1.5857], [3.6522, -3.8356, 1.3598], [4.2868, -2.4933, 1.3538], [0.4308, -4.0231, -2.3388], [0.2295, -3.6516, -1.5764], [-0.2481, -4.6619, -2.7734], [-0.0334, 0.1305, 3.7353], [0.5610, 0.4875, 3.0464], [0.1710, 0.4642, 4.5412], [-4.1954, -0.4832, -2.7978], [-3.9735, 0.4266, -3.1121], [-3.4102, -1.0215, -2.6951], [-1.7916, -4.0587, 1.8743], [-2.3703, -3.6211, 2.5870], [-1.6397, -4.9701, 2.2255], [-4.6083, 4.2496, 1.1137], [-4.0687, 4.6471, 0.4906], [-3.9525, 4.2005, 1.7934], [0.6862, 5.7145, 2.1298], [-0.1052, 5.1619, 2.4673], [1.1064, 5.1753, 1.5241], [3.1144, 1.8851, 1.0621], [2.8089, 1.6785, 1.9428], [3.2086, 1.0981, 0.5489], [-0.0237, -2.4794, 0.0159], [-0.3892, -2.7505, 0.7682], [0.5597, -1.7044, 0.0683], [0.1183, 2.1210, 0.6655], [-0.5458, 2.1086, 0.0780], [0.8399, 1.6944, 0.0898], [-2.1896, 4.6739, -2.1601], [-1.7725, 4.6553, -2.9463], [-1.5809, 5.0091, -1.3970], [-1.8070, -3.1093, 4.6931], [-1.3947, -2.5908, 3.9507], [-1.2842, -3.8274, 4.9994], [-1.4337, -1.4678, -2.4192], [-0.4224, -1.6268, -2.2897], [-1.6551, -2.2548, -1.7407], [-2.0404, 3.3805, 3.4500], [-1.7179, 2.3432, 3.3730], [-2.6439, 3.3387, 4.1960]], "orbital_gap_ev": 9.819, "multiplicity": 1}

=====

Of them, version P has the highest stability.

=====

Version P
{"formula": "H23O12", "method": "ωB97M-V/def2-TZVPD", "species": ["O", "H", "H", "O", "H", "H", "O", "H", "O", "H", "H", "O", "H", "H", "O", "H", "H", "O", "H", "H", "O", "H", "H", "O", "H", "H", "O", "H", "H", "O", "H", "H", "O", "H", "H"], "positions_angstrom": [[0.5449, -0.1419, 3.6246], [0.3471, -0.2597, 2.6632], [0.8973, 5.1070, -1.1011], [-1.8308, -3.2349, 0.3223], [-2.1144, -4.0938, 0.6518], [-1.6274, -2.7697, 1.1485], [1.4941, -2.7019, -2.6390], [2.2141, -2.6152, -2.0007], [1.7372, 4.8777, -0.6728], [-1.0727, -2.2242, -3.5339], [1.2868, 4.6210, 0.1576], [3.5179, -0.2382, 1.1961], [3.1758, -1.0416, 1.6255], [2.0504, 2.7128, -2.0785], [-0.7928, 3.8741, 0.8652], [-0.7171, 3.3820, 0.0248], [0.6369, -2.7660, -2.2054], [-0.5839, -2.0356, -4.3527], [0.2789, -2.4432, -4.0857], [-0.4657, 3.1947, 1.4675], [0.0827, -2.5337, 2.8508], [0.3290, -2.1726, 1.9814], [-0.4424, -1.7868, 3.1613], [-4.2084, -0.4505, -0.3648], [-3.7108, -1.2738, -0.4327], [-3.5196, 0.2426, -0.4121], [0.6018, -0.1706, 0.9805], [0.0044, 0.6187, 3.8643], [-0.6867, 0.4970, 0.6529], [-1.2726, 1.1046, 0.0390], [0.9611, -0.5763, 0.1827], [-2.1349, 1.3088, 0.4086], [1.4669, 2.2082, -2.6513], [2.6931, 0.1186, 0.8073], [0.8598, 1.6622, -2.1454]], "orbital_gap_ev": 8.967, "multiplicity": 1, "total_charge": -1}

=====

Version Q
{"formula": "H23O12", "method": "ωB97M-V/def2-TZVPD", "species": ["O", "H", "O", "H", "H", "O", "H", "H", "O", "H", "H", "O", "H", "H", "O", "H", "H", "O", "H", "H", "O", "H", "H", "O", "H", "H", "O", "H", "H", "O", "H", "H", "O", "H", "H"], "positions_angstrom": [[-0.1425, -0.2279, 0.1694], [-0.0045, 0.2661, -0.6856], [-0.6465, -2.7219, -0.5686], [-0.0005, -3.2589, -0.0816], [-0.4255, -1.8109, -0.2996], [1.0585, -1.4019, -2.9446], [0.9455, -0.6579, -2.3826], [0.1235, -1.6309, -3.1056], [-1.7845, -1.6959, 1.7154], [-2.4615, -1.1189, 1.9714], [-1.3055, -1.2479, 1.0254], [-2.2025, 0.0931, -1.4356], [-2.2435, 1.0041, -1.7786], [-1.4315, 0.1501, -0.8376], [-1.4765, 1.7561, 1.2924], [-1.9245, 1.3911, 2.0924], [-0.9555, 1.0471, 0.8754], [0.5955, -2.4549, 2.2824], [-0.3335, -2.1659, 2.2314], [1.0315, -1.8489, 1.6964], [0.9475, 0.4561, 2.4624], [0.5685, 0.1941, 1.5544], [1.8715, 0.0861, 2.5524], [1.4685, 2.2921, 0.5774], [2.1445, 1.8691, 0.0234], [1.0625, 1.6711, 1.1624], [0.5255, 1.3531, -2.1996], [1.2695, 1.6201, -2.6696], [-0.1705, 1.9221, -2.5696], [-0.5825, 3.5631, -0.5646], [-0.0045, 2.7581, -0.5686], [-1.3155, 3.1161, -0.1316], [2.2595, -1.3279, -0.1626], [1.4075, -0.8909, -0.0616], [2.1335, -2.1489, -0.6376]], "orbital_gap_ev": 9.692, "multiplicity": 1, "total_charge": -1}

=====

Version R
{"formula": "H23O12", "method": "ωB97M-V/def2-TZVPD", "species": ["O", "H", "H", "O", "H", "H", "O", "H", "O", "H", "H", "O", "H", "H", "O", "H", "H", "O", "H", "H", "O", "H", "H", "O", "H", "H", "O", "H", "H", "O", "H", "H", "O", "H", "H"], "positions_angstrom": [[3.2721, -2.4251, 1.2462], [2.5982, -1.7400, 1.5389], [-3.1851, -3.2690, -2.1324], [1.2032, 1.1892, -1.6514], [1.3096, 0.3615, -0.7352], [1.6824, 0.7365, -2.3481], [-0.8186, 2.7864, 2.4311], [-1.3610, 3.5431, 2.7099], [-2.2447, -3.1409, -2.4039], [4.9077, 0.5784, 1.3824], [-2.3612, -2.8586, -3.3168], [1.4046, -0.2583, 0.2802], [-2.9753, -0.4266, 2.1732], [-2.1874, 3.8887, 0.3107], [-0.9772, -1.0493, 1.0221], [-1.4243, -1.5962, 0.3594], [-0.9147, 2.9042, 1.4730], [4.5274, 1.4112, 1.7080], [3.6024, 1.2530, 1.4945], [-0.2610, -0.3817, 0.6118], [0.6720, 3.1896, -0.2743], [1.1340, 2.6829, -1.0224], [0.3926, 2.4367, 0.2532], [-1.8330, -0.3156, -3.5637], [-1.3054, 0.3263, -4.0406], [-2.2389, -0.0605, -2.7371], [-3.6622, -0.8650, 2.7244], [2.5104, -3.0622, 1.1212], [0.8831, -4.4020, -0.7026], [1.4375, -4.1154, 0.0317], [-3.4082, -1.7750, 2.9046], [1.3620, -3.1587, -0.1632], [-2.2024, 3.9609, -0.6438], [1.9086, 0.2023, 0.9709], [-1.4474, 3.4491, -1.0122]], "orbital_gap_ev": 8.732, "multiplicity": 1, "total_charge": -1}

=====

Of them, version Q has the highest stability.